ORCA calculation (ωB97M-V/def2-TZVPD) on a cluster of 3 separate species, C26H42BNO10P in total in a non-equilibrium geometry.

Properties
LUMO: 2.5 eV
HOMO: -4.37 eV
charge: -1
orbital gap: 6.88 eV

Last column: Löwdin charge in e.
Element x y z (Å)
H (-2.150, -1.748, -1.124)  0.0842
C (-1.686, 2.145, 2.064)  -0.2807
O (3.272, 6.429, 3.110)  0.0750
H (-1.928, 3.969, -0.688)  0.0599
H (4.794, -4.495, -2.286)  0.1544
H (-4.608, 0.076, 1.758)  0.0855
P (-0.520, 2.475, 0.602)  0.9750
H (0.446, -2.617, 3.591)  0.1006
C (-3.081, -2.042, -3.181)  -0.2102
H (4.232, -1.751, -1.055)  0.0893
H (-3.662, -1.197, 2.741)  0.0891
O (1.328, 0.205, -1.900)  -0.0768
H (-1.795, -3.285, -1.959)  0.1088
H (-1.093, 2.339, 2.985)  0.0195
H (2.391, 1.239, 4.344)  0.0903
O (-0.462, 0.041, -0.466)  -0.0967
H (5.806, -3.046, -3.936)  0.1341
C (3.505, 6.426, 1.767)  -0.5560
H (-1.963, 1.067, 2.025)  0.0105
H (-3.542, -1.029, -3.217)  0.1038
C (2.711, -3.594, -3.814)  -0.5438
H (-0.132, -1.613, 1.245)  0.1144
C (4.397, -3.475, -2.342)  -0.3439
H (-3.361, 1.788, -0.156)  0.0474
C (0.832, 0.303, 1.706)  -0.2587
H (-2.578, 1.064, -1.599)  0.0580
H (2.494, 3.468, 2.102)  0.1020
H (-3.129, -0.681, 1.112)  0.0732
H (2.609, 0.500, -0.314)  0.1113
H (1.885, 2.018, -0.892)  0.1021
C (1.453, -0.680, 4.131)  -0.0913
C (0.422, -1.027, 1.999)  0.0030
C (-5.179, -2.971, -1.848)  -0.1547
H (-5.165, -3.811, -1.114)  0.1083
H (1.560, 5.315, 3.341)  0.1604
C (-5.128, -1.565, -1.183)  -0.1535
O (3.865, 7.377, 1.144)  0.1472
H (-3.582, -4.176, -2.726)  0.1024
C (-1.550, 2.933, -0.893)  -0.4013
H (-5.681, -0.785, -1.758)  0.1343
H (-3.552, 2.565, -1.757)  0.0613
H (-2.597, -2.198, -4.182)  0.1084
H (2.669, 3.684, 4.977)  0.0740
C (-2.819, 2.029, -1.103)  -0.1686
C (0.731, -1.599, 3.278)  -0.0345
H (1.731, -0.977, 5.160)  0.0898
H (4.087, 4.757, 4.970)  0.0894
H (2.549, 5.351, 5.566)  0.0822
O (3.831, -3.316, -4.546)  0.0569
H (-4.622, -3.426, -3.948)  0.0972
C (-4.867, -1.985, 1.032)  -0.5154
H (0.986, -1.612, -0.885)  0.1075
H (0.121, -2.476, -2.858)  0.0790
C (-1.919, -2.183, -2.126)  -0.2081
C (1.657, 0.934, -0.738)  -0.1835
C (3.171, 4.291, 2.334)  -0.1080
C (4.782, -2.693, -1.107)  -0.0180
H (4.682, -1.710, -3.590)  0.1444
O (-5.860, -1.665, 0.106)  -0.0667
O (2.979, -3.560, -2.482)  0.0889
O (-4.587, -3.120, 1.287)  0.1105
C (-4.098, -3.215, -2.976)  -0.2029
H (5.853, -2.483, -1.096)  0.0856
B (0.276, -0.769, -1.438)  -0.7741
C (-4.034, -0.879, 1.749)  0.0054
C (2.643, 5.179, 3.423)  -0.3365
N (1.542, 1.189, 2.444)  0.1087
O (3.280, 5.198, 1.233)  0.0644
C (-0.532, -1.589, -2.588)  -0.1044
H (-6.185, -3.051, -2.341)  0.1072
C (4.791, -2.798, -3.626)  -0.1108
H (-4.109, -1.211, -0.919)  0.0911
O (1.643, -3.825, -4.276)  0.1614
C (3.008, 4.708, 4.811)  -0.0238
H (-0.665, -1.027, -3.555)  0.0971
C (1.803, 0.599, 3.641)  -0.1717
H (-0.924, 2.986, -1.816)  0.0823
C (0.402, 0.854, 0.301)  -0.5056
H (-2.569, 2.823, 1.978)  0.0364
H (4.166, 3.888, 2.548)  0.1412
H (4.529, -3.255, -0.205)  0.0855

---

ORCA calculation (ωB97M-V/def2-TZVPD) on a structure of composition C26H42BaClN6O8P in a non-equilibrium geometry.

Properties
LUMO: -0.2 eV
HOMO: -7.60 eV
energy above the lowest of the compared OMol25 structures with the same formula, charge and spin: 28.0 kcal/mol
orbital gap: 7.39 eV

Last column: Löwdin charge in e.
Element x y z (Å)
H (-15.630, -14.900, 9.678)  0.0820
H (-12.947, -8.998, 2.975)  0.0894
H (-3.592, -12.623, 6.813)  0.0960
H (-15.232, -14.449, 14.464)  0.0603
H (-10.842, -17.125, 4.675)  0.1526
N (-15.160, -15.376, 11.676)  -0.2919
N (-5.230, -13.896, 6.466)  -0.0353
C (-8.352, -15.767, 10.732)  -0.6878
H (-11.688, -8.001, 8.230)  0.0897
C (-4.669, -12.714, 6.989)  -0.3378
C (-11.019, -8.339, 4.471)  -0.0692
H (-6.851, -13.720, 8.509)  0.0938
H (-11.742, -13.589, 13.849)  0.0936
H (-13.871, -14.668, 15.585)  0.0568
N (-13.329, -14.969, 13.589)  -0.2849
O (-10.466, -17.548, 5.484)  0.0844
H (-16.178, -13.848, 10.921)  0.0748
H (-11.644, -14.993, 14.827)  0.0628
H (-9.590, -11.550, 7.780)  0.0574
P (-13.705, -15.886, 12.200)  0.4822
O (-11.099, -15.653, 6.597)  0.0534
H (-14.097, -13.200, 14.669)  0.0995
H (-14.416, -17.902, 10.836)  0.0656
C (-5.124, -12.441, 8.466)  -0.2044
H (-9.048, -18.969, 6.462)  0.1177
H (-14.016, -10.104, 8.848)  0.1293
C (-13.524, -17.811, 14.150)  -0.0863
C (-11.890, -14.690, 13.840)  -0.0927
C (-12.215, -8.906, 4.972)  -0.1960
H (-7.161, -10.873, 7.687)  0.1011
H (-11.270, -15.124, 13.066)  0.0632
O (-9.103, -14.762, 10.684)  -0.3275
C (-13.889, -18.406, 11.635)  -0.0795
H (-17.229, -15.823, 11.522)  0.0780
C (-8.361, -16.703, 9.535)  -0.1473
O (-13.115, -9.898, 7.012)  -0.0290
O (-11.220, -11.697, 8.964)  -0.2760
O (-7.487, -15.994, 11.561)  0.0403
H (-12.443, -17.689, 14.367)  0.0866
O (-12.634, -15.695, 11.196)  -0.4467
H (-16.312, -17.032, 12.412)  0.0639
C (-7.840, -18.656, 8.284)  -0.0547
H (-12.342, -9.440, 8.931)  0.1121
C (-8.831, -18.367, 7.334)  0.0246
C (-13.010, -10.188, 8.410)  -0.0783
C (-7.559, -11.877, 7.806)  -0.2914
C (-12.350, -8.941, 6.417)  -0.2143
C (-6.581, -12.678, 8.728)  -0.2148
H (-16.632, -15.461, 13.235)  0.0701
C (-16.451, -15.960, 12.264)  -0.0411
N (-8.871, -11.977, 8.358)  -0.0507
H (-13.805, -18.933, 14.290)  0.1114
H (-14.459, -19.292, 11.978)  0.0861
H (-6.798, -12.412, 9.790)  0.1260
H (-9.018, -11.689, 9.341)  0.0795
N (-13.937, -17.417, 12.780)  -0.3174
H (-4.690, -14.295, 5.664)  0.0892
H (-14.489, -13.805, 10.488)  0.0736
Cl (-8.850, -6.642, 4.715)  0.6709
C (-10.299, -7.396, 5.202)  -0.7044
C (-10.693, -7.158, 6.558)  -0.0925
H (-13.586, -10.469, 4.092)  0.1038
Ba (-11.103, -14.288, 9.391)  2.0453
H (-5.274, -14.615, 7.200)  0.0742
H (-7.595, -12.335, 6.802)  0.1147
H (-7.025, -18.222, 10.288)  0.1365
C (-12.450, -11.644, 8.614)  -0.6235
C (-7.598, -17.907, 9.389)  0.0208
H (-14.339, -8.757, 4.196)  0.1116
H (-7.193, -19.553, 8.208)  0.1211
H (-14.189, -17.307, 14.814)  0.0547
O (-13.270, -12.624, 8.501)  -0.1571
N (-9.234, -16.436, 8.582)  0.0853
H (-5.041, -11.896, 6.302)  0.1112
C (-9.556, -17.218, 7.590)  -0.2245
C (-14.154, -14.329, 14.628)  -0.1065
H (-12.842, -18.651, 11.419)  0.0847
H (-10.790, -8.484, 3.458)  0.0901
C (-13.321, -9.327, 4.019)  -0.0644
C (-10.491, -16.697, 6.552)  -0.4381
H (-5.011, -11.331, 8.523)  0.1099
H (-4.382, -12.888, 9.148)  0.1095
H (-10.334, -6.245, 7.023)  0.0967
C (-15.368, -14.456, 10.606)  -0.1042
C (-11.538, -8.107, 7.180)  -0.0175